Record 1
Computed, not measured: C24H44BMnNP2 as an isolated structure, with ωB97M-V/def2-TZVPD.

```
73
Properties=species:S:1:pos:R:3:forces:R:3
Mn -1.691 3.893 -1.835 -0.29 -6.79 -0.31
C 2.373 -0.567 0.433 -0.14 0.00 -1.09
C 1.965 0.089 1.620 0.20 -0.23 -0.09
C 0.253 -1.297 0.956 0.04 1.14 1.40
C 1.274 -1.333 -0.038 1.19 0.28 -0.05
C 0.689 -0.422 1.988 -0.94 -0.73 -1.22
C 3.706 -0.471 -0.206 0.05 -0.62 0.97
H 4.430 -0.043 0.495 -0.06 0.04 -0.23
H 3.720 0.162 -1.114 0.04 0.25 -0.48
H 4.084 -1.468 -0.479 -0.12 0.38 -0.22
C 1.184 -2.022 -1.340 0.14 -0.10 -0.56
H 2.007 -1.703 -1.997 -0.24 -0.20 0.16
H 0.232 -1.781 -1.840 0.25 -0.17 0.17
H 1.242 -3.122 -1.252 -0.08 0.35 0.06
C -0.984 -2.095 0.927 -0.44 -0.34 0.20
H -0.742 -3.170 0.964 -0.11 0.22 -0.03
H -1.578 -1.933 0.019 0.21 -0.05 0.11
H -1.621 -1.875 1.790 0.09 -0.07 -0.08
C -0.025 -0.165 3.251 -0.08 0.04 0.78
H -0.122 -1.090 3.834 -0.03 0.22 -0.03
H -1.038 0.230 3.098 0.27 -0.29 0.16
H 0.522 0.556 3.867 -0.14 -0.14 0.00
C 2.741 1.140 2.316 0.13 0.46 0.11
H 3.562 0.731 2.933 -0.28 0.09 -0.23
H 2.092 1.736 2.973 0.30 -0.16 -0.14
H 3.189 1.821 1.568 -0.08 -0.28 0.41
C -2.084 4.670 -3.429 1.46 1.21 -2.15
C -0.660 4.814 -3.015 0.01 1.84 -2.41
C -0.206 6.050 -2.273 0.80 0.49 -0.41
C -0.664 6.097 -0.783 0.57 0.55 0.59
C -1.380 4.852 -0.323 -1.49 1.88 2.53
C -2.828 4.643 -0.629 0.29 1.74 2.92
C -3.586 5.598 -1.511 -0.96 0.52 0.29
C -3.132 5.667 -3.012 -0.66 0.54 -0.79
H -0.523 6.971 -2.789 0.01 -0.32 0.11
H -1.260 7.002 -0.593 0.03 -0.33 -0.10
H 0.896 6.069 -2.298 -0.38 0.05 0.03
H -2.843 6.703 -3.261 0.13 -0.39 0.15
H -2.295 4.071 -4.320 0.09 0.03 0.33
H 0.099 4.276 -3.599 -0.42 0.14 0.13
H -4.029 5.470 -3.621 0.40 0.09 0.21
H -4.645 5.293 -1.515 0.42 0.06 0.07
H -3.390 4.025 0.078 0.12 0.12 -0.23
H -3.585 6.623 -1.100 0.15 -0.39 -0.06
H 0.239 6.207 -0.165 -0.27 0.06 -0.14
H -0.982 4.332 0.560 -0.22 0.31 -0.34
P 3.013 2.200 -2.098 -0.22 0.32 -0.79
C 2.316 1.657 -3.699 -0.65 0.01 0.57
C 3.943 3.616 -2.765 -0.64 0.32 0.48
P -3.141 1.373 2.240 0.28 2.90 -2.06
C -1.886 1.955 1.181 0.29 -1.96 1.15
C -3.413 2.891 3.262 -0.04 -0.45 0.86
C -4.565 1.410 1.063 -0.48 -0.86 0.11
H 1.326 1.209 -3.497 0.43 -0.11 -0.22
H 2.981 0.892 -4.124 -0.12 0.02 -0.06
H 2.200 2.495 -4.404 0.18 -0.42 0.23
H 3.967 4.433 -2.019 0.27 -0.43 -0.32
H 3.485 3.971 -3.705 0.51 -0.16 0.41
H 4.963 3.247 -2.929 0.14 0.20 -0.11
H -4.778 2.445 0.767 0.14 -0.32 0.23
H -5.440 0.981 1.574 0.23 0.15 -0.30
H -4.330 0.806 0.176 -0.09 0.08 0.23
H -1.702 1.423 0.245 -0.18 0.42 -0.04
H -1.014 2.473 1.594 -0.33 0.03 -0.15
H -4.084 2.628 4.092 0.22 0.26 -0.21
H -3.865 3.682 2.649 0.12 -0.33 0.10
H -2.453 3.230 3.672 -0.29 -0.10 -0.04
B -2.475 -0.376 -2.451 -0.41 -1.43 -0.33
C -1.895 0.996 -2.219 0.80 2.48 0.33
N -1.475 2.088 -2.030 -0.43 -2.90 -0.83
H -2.290 -0.671 -3.617 0.04 0.20 0.20
H -3.671 -0.396 -2.210 0.26 0.31 0.07
H -1.895 -1.177 -1.745 0.00 0.27 -0.05
```
Positions in Å, forces in eV/Å.

Values from the calculation:
Energy above the lowest of the compared OMol25 structures with the same formula, charge and spin (eV): 0.883
Largest force on an atom (eV/Å): 6.803
Highest occupied orbital energy (alpha / beta) (eV): -12.544 / -12.541
Multiplicity: 4
⟨S²⟩: 3.947
Charge: +2

Record 2
Computed, not measured: a 9-piece molecular cluster, C70H155N9O11 overall, with ωB97M-V/def2-TZVPD.

```
245
Properties=species:S:1:pos:R:3:forces:R:3
C 4.551 6.732 -2.464 -0.83 -0.89 0.95
C 3.361 5.661 -2.583 2.06 -0.41 -1.00
C 3.228 5.464 -4.133 0.02 0.57 0.19
C 3.729 4.236 -1.969 0.23 1.32 1.08
C 3.612 4.160 -0.426 -1.30 -0.14 -1.59
C 2.208 4.639 0.024 1.44 0.27 -0.51
C 1.828 6.056 -0.493 0.35 -1.29 -0.20
C 0.292 6.145 -0.308 0.00 0.02 -1.07
C 2.597 7.055 0.302 0.28 1.28 0.27
N 2.134 6.139 -1.989 -0.58 -2.92 1.79
O 1.730 7.313 -2.529 -0.37 1.80 -0.39
H 4.869 6.743 -1.421 0.54 -0.16 -0.06
H 5.367 6.491 -3.145 0.04 -0.06 0.23
H 4.235 7.761 -2.633 -0.38 -0.17 -0.39
H 4.167 5.244 -4.642 0.39 -0.56 0.64
H 2.523 4.694 -4.445 -0.25 0.17 0.14
H 3.045 6.430 -4.605 -0.82 0.06 0.09
H 3.118 3.435 -2.385 -0.16 0.24 -0.33
H 4.781 3.975 -2.086 0.07 0.22 -1.00
H 3.673 3.091 -0.225 0.20 -0.08 0.46
H 4.486 4.636 0.020 -0.35 0.23 0.39
H 2.300 4.598 1.109 -0.90 0.35 0.16
H 1.432 3.968 -0.345 0.20 -0.39 0.14
H -0.132 6.086 0.694 0.64 -0.02 0.24
H -0.097 5.292 -0.865 -0.25 -0.09 -0.01
H -0.162 7.016 -0.779 0.22 0.28 0.05
H 2.361 6.998 1.364 -0.25 0.06 0.03
H 2.355 8.050 -0.073 0.05 0.22 0.19
H 3.679 6.948 0.233 -0.04 -0.22 -0.15
H 0.857 7.091 -2.859 -0.18 0.29 -0.35
C 4.144 -5.214 7.134 -0.20 1.29 0.03
C 4.443 -3.677 6.952 0.88 -0.48 -0.58
C 4.439 -3.018 8.343 -0.79 -0.29 -0.90
C 5.948 -3.548 6.448 -1.17 0.13 0.46
C 6.084 -3.743 4.992 0.42 -1.04 -1.15
C 5.293 -2.727 4.253 -0.41 0.08 -0.38
C 3.769 -2.859 4.535 0.09 0.89 -1.16
C 3.133 -1.603 3.875 -0.24 0.02 1.59
C 3.200 -4.045 3.790 -0.18 -1.19 0.56
N 3.511 -2.940 6.000 1.06 0.97 0.10
O 2.102 -3.016 6.301 1.02 -0.92 -0.20
H 4.513 -5.824 6.309 -0.45 0.08 -0.19
H 4.629 -5.603 8.029 0.12 0.23 0.12
H 3.070 -5.258 7.311 -0.07 -0.55 -0.33
H 5.381 -3.262 8.834 -0.19 0.05 0.21
H 4.324 -1.942 8.210 0.14 0.02 0.21
H 3.583 -3.421 8.885 0.09 0.22 0.39
H 6.324 -2.546 6.656 0.02 0.07 0.42
H 6.526 -4.297 6.990 0.00 0.16 0.27
H 7.107 -3.745 4.616 0.32 0.26 0.39
H 5.739 -4.725 4.668 -0.21 -0.30 0.20
H 5.500 -2.862 3.192 -0.53 -0.10 -0.25
H 5.689 -1.727 4.426 -0.30 0.24 0.53
H 2.084 -1.550 4.164 -0.22 -0.07 -0.25
H 3.202 -1.606 2.787 0.20 -0.13 0.12
H 3.595 -0.715 4.306 0.15 0.20 -0.25
H 3.565 -4.916 4.336 -0.13 -0.44 -0.38
H 3.450 -4.138 2.733 0.33 0.27 0.05
H 2.112 -4.084 3.841 -0.05 0.15 0.19
H 1.845 -2.119 6.531 0.24 0.20 0.11
C -3.658 3.084 -3.553 -1.29 1.53 -0.85
C -2.988 4.495 -3.572 0.99 1.25 1.82
C -3.211 5.129 -2.132 -0.80 -0.16 -0.59
C -1.472 4.345 -3.762 1.17 0.44 0.07
C -0.634 5.624 -4.001 -2.30 0.63 -1.25
C -1.249 6.371 -5.261 0.42 -1.86 1.40
C -2.801 6.577 -5.206 1.25 1.59 0.18
C -3.030 7.923 -4.426 -0.01 -0.52 0.21
C -3.272 6.824 -6.674 -0.02 -0.28 0.28
N -3.487 5.417 -4.622 1.60 -1.42 -0.77
O -4.827 5.677 -4.469 -1.21 0.24 0.07
H -4.723 3.298 -3.461 -0.28 -0.03 0.21
H -3.621 2.598 -4.528 0.63 -0.26 0.05
H -3.445 2.434 -2.704 0.62 0.14 -0.18
H -2.726 6.092 -1.978 0.72 -0.31 -0.02
H -4.246 5.413 -1.940 -0.40 -0.31 -0.47
H -3.013 4.384 -1.360 0.58 0.19 0.06
H -0.991 3.891 -2.896 -0.56 -0.40 0.17
H -1.276 3.686 -4.607 -0.04 -0.16 -0.16
H -0.724 6.345 -3.188 0.00 -0.28 0.52
H 0.414 5.382 -4.174 -0.10 0.02 0.04
H -1.041 5.661 -6.061 0.15 0.42 -0.50
H -0.655 7.283 -5.313 -0.52 0.24 -0.75
H -4.075 8.126 -4.195 -0.05 -0.16 -0.16
H -2.629 8.769 -4.986 -0.04 -0.10 -0.19
H -2.490 7.921 -3.479 0.01 -0.15 0.15
H -2.847 6.121 -7.391 -0.13 -0.45 0.24
H -2.952 7.790 -7.066 0.02 0.21 0.40
H -4.360 6.799 -6.736 -0.03 0.01 -0.06
H -5.186 5.307 -5.278 -0.51 -0.05 0.05
C 5.777 2.164 4.391 0.38 -0.27 0.41
C 5.177 3.038 3.297 0.20 -0.28 0.11
C 3.719 2.673 3.109 -0.86 -0.48 0.09
C 5.235 4.546 3.695 -1.26 -0.85 0.23
C 6.533 5.194 3.524 1.95 0.91 -1.68
C 7.091 4.945 2.110 0.04 -1.59 0.54
C 7.213 3.417 1.778 1.13 0.51 0.29
C 7.523 3.337 0.317 -0.90 0.12 -2.06
C 8.514 2.792 2.432 -1.40 0.06 0.08
N 5.894 2.775 2.030 0.49 2.92 -0.01
O 5.869 1.451 1.664 0.12 -1.17 0.05
H 5.764 1.131 4.043 0.22 -0.04 0.01
H 6.801 2.469 4.605 0.11 -0.13 -0.11
H 5.275 2.165 5.359 -0.43 0.29 -0.10
H 3.280 3.030 2.177 0.15 0.64 0.14
H 3.457 1.616 3.070 0.69 -0.37 0.16
H 3.178 3.030 3.985 -0.26 0.32 -0.15
H 4.465 5.120 3.180 -0.11 -0.17 -0.40
H 4.973 4.633 4.749 -0.30 -0.33 0.13
H 6.449 6.281 3.494 -0.16 0.14 0.91
H 7.249 4.885 4.286 0.11 0.11 0.02
H 8.082 5.380 1.985 0.04 0.07 0.05
H 6.432 5.410 1.377 -0.14 -0.01 -0.07
H 6.774 3.869 -0.270 -0.46 0.09 0.01
H 7.502 2.330 -0.101 0.28 -0.20 0.29
H 8.438 3.826 -0.019 0.30 -0.15 0.56
H 9.402 3.085 1.872 -0.09 0.37 0.20
H 8.452 1.712 2.300 -0.06 -0.11 0.41
H 8.583 3.085 3.480 0.30 -0.28 0.01
H 5.360 1.458 0.851 -0.11 -0.18 -0.15
C -5.715 -1.785 0.682 -1.11 0.03 -0.07
C -6.647 -0.577 0.364 -0.13 0.52 0.63
C -7.508 -0.971 -0.862 0.40 0.51 0.31
C -7.583 -0.264 1.583 0.66 -0.27 -0.37
C -8.327 1.069 1.556 -0.09 0.16 0.10
C -7.425 2.309 1.320 0.31 -1.95 -1.29
C -6.394 2.036 0.125 -1.78 0.81 -0.16
C -7.147 2.314 -1.261 0.83 -0.16 0.59
C -5.290 3.112 0.333 0.86 -1.30 -1.22
N -5.826 0.671 0.196 -0.74 -0.25 1.84
O -4.870 0.483 -0.777 0.38 0.12 -1.45
H -5.104 -2.094 -0.166 0.28 0.40 0.02
H -5.147 -1.734 1.610 0.14 0.43 -0.14
H -6.397 -2.626 0.806 -0.13 -0.17 0.17
H -6.857 -1.130 -1.722 -0.11 0.60 -0.23
H -8.044 -1.917 -0.783 -0.02 -0.01 0.61
H -8.237 -0.166 -0.954 0.00 -0.21 -0.73
H -8.308 -1.075 1.658 -0.03 -0.11 0.09
H -6.967 -0.284 2.481 0.12 -0.09 0.09
H -9.173 1.018 0.871 0.27 0.17 -0.69
H -8.887 1.153 2.487 0.30 0.16 0.41
H -6.818 2.560 2.190 -0.27 -0.02 0.17
H -8.077 3.131 1.022 0.31 0.26 0.14
H -7.229 3.392 -1.401 -0.01 0.03 -0.09
H -8.138 1.879 -1.391 -0.11 0.01 0.61
H -6.582 1.887 -2.090 0.36 0.17 0.02
H -4.586 2.833 1.117 -0.53 0.11 0.69
H -5.646 4.140 0.404 -0.23 -0.23 0.23
H -4.601 3.068 -0.510 -0.22 0.22 -0.48
H -4.066 0.218 -0.324 0.16 -0.16 0.03
C -1.615 1.610 -0.082 0.20 -0.92 0.70
C -0.621 0.661 -0.821 0.74 -0.17 0.75
C -0.412 1.117 -2.254 0.94 0.39 -0.47
C 0.822 0.660 -0.152 -0.19 0.93 -0.10
C 0.921 -0.069 1.164 -0.08 -0.70 -0.14
C 0.458 -1.492 0.926 -0.10 -0.67 0.46
C -0.916 -1.649 0.321 -2.25 -0.87 -1.33
C -1.121 -3.083 -0.295 0.74 0.56 0.44
C -2.037 -1.534 1.403 0.79 1.36 -0.61
N -1.062 -0.737 -0.881 1.49 0.01 1.43
O -2.313 -0.812 -1.513 -0.12 -0.15 0.70
H -1.814 1.344 0.956 0.60 -0.50 0.32
H -1.233 2.625 0.024 -0.31 0.22 -0.72
H -2.626 1.472 -0.464 0.22 0.81 -0.77
H -1.208 0.953 -2.980 -0.40 0.32 0.46
H -0.075 2.153 -2.235 -0.42 0.25 -0.14
H 0.447 0.614 -2.700 0.09 -0.46 0.16
H 1.603 0.296 -0.819 -0.41 -0.81 -0.40
H 1.225 1.667 -0.044 -0.67 0.60 0.19
H 1.949 -0.158 1.514 0.17 0.38 -0.10
H 0.376 0.387 1.990 -0.27 0.20 -0.14
H 0.420 -2.016 1.881 0.07 -0.20 0.15
H 1.181 -2.044 0.324 0.17 0.13 -0.25
H -0.808 -3.799 0.465 0.24 -0.25 -0.08
H -0.520 -3.161 -1.200 0.18 -0.18 0.12
H -2.136 -3.370 -0.571 -0.15 0.55 0.19
H -1.867 -0.644 2.009 -0.09 0.20 0.09
H -2.032 -2.362 2.112 -0.18 -0.28 -0.38
H -2.970 -1.394 0.858 -0.18 -0.38 0.36
H -2.039 -1.239 -2.328 -0.11 -0.49 -0.45
C -3.658 -5.510 0.801 0.34 -0.31 -0.37
O -3.669 -5.309 -0.613 -0.36 0.98 0.13
C -2.815 -6.090 -1.372 0.44 -2.19 -1.82
C -3.037 -5.930 -2.918 -1.92 1.15 2.27
C -2.368 -6.829 -3.873 0.61 -1.71 -0.04
N -2.664 -4.606 -3.207 1.52 1.62 -0.75
H -4.542 -5.015 1.203 0.14 0.04 -0.06
H -2.747 -5.142 1.274 0.13 0.49 -0.10
H -3.650 -6.563 1.082 -0.31 -0.31 -0.29
H -1.742 -5.911 -1.308 0.24 0.33 0.90
H -3.026 -7.136 -1.151 0.25 -0.39 0.29
H -4.117 -5.859 -3.049 -0.57 -1.42 -0.08
H -1.284 -6.863 -3.770 0.13 0.04 0.49
H -2.480 -6.561 -4.924 -0.57 0.25 0.05
H -2.759 -7.836 -3.732 0.14 -0.20 -0.24
H -2.872 -4.516 -4.191 -0.32 1.00 -0.05
H -3.203 -3.969 -2.640 -0.15 0.38 -0.34
C 3.674 -3.749 -3.214 -0.22 -1.02 -0.04
O 2.508 -3.635 -4.016 0.30 1.05 0.51
C 1.311 -3.166 -3.356 0.07 -0.43 -1.49
C 0.472 -2.534 -4.501 0.00 -0.62 1.08
N -0.951 -2.391 -4.155 0.46 0.90 -0.32
C -1.750 -1.739 -5.185 0.01 0.60 -0.04
C -3.024 -1.126 -4.659 0.68 -0.04 0.27
O -3.988 -2.132 -4.543 -0.91 -0.68 0.29
C -5.320 -1.688 -4.240 0.99 0.73 -0.31
H 3.705 -4.717 -2.715 -0.26 -0.33 0.21
H 3.784 -3.028 -2.404 -0.12 0.54 -0.32
H 4.541 -3.787 -3.873 -0.06 0.52 -0.06
H 1.489 -2.377 -2.626 0.24 -0.28 0.39
H 0.856 -4.068 -2.947 -0.46 0.27 0.45
H 0.665 -3.150 -5.379 -0.14 -0.02 -0.30
H 0.943 -1.561 -4.643 -0.34 0.19 -0.35
H -1.386 -3.263 -3.891 0.31 -0.34 0.19
H -2.020 -2.352 -6.045 0.12 -0.42 -0.18
H -1.247 -0.866 -5.602 0.72 -0.14 0.08
H -3.252 -0.282 -5.310 -0.83 -0.09 -0.36
H -2.767 -0.673 -3.702 -0.47 0.18 0.09
H -5.254 -0.928 -3.462 -0.22 0.15 0.13
H -5.981 -2.484 -3.897 0.45 -0.28 -0.15
H -5.706 -1.248 -5.159 -0.42 0.14 0.06
C 1.242 -9.240 -0.850 -1.80 -0.72 0.03
O 0.468 -9.311 0.393 0.43 0.16 -0.37
C -0.929 -9.634 0.248 -0.26 -0.52 0.24
C -1.650 -9.747 1.621 1.95 1.34 -0.05
N -1.712 -8.397 2.232 -1.82 -0.98 -0.38
C -2.175 -8.359 3.647 1.50 1.19 -1.93
C -2.353 -6.908 4.049 0.35 -0.72 0.19
O -1.101 -6.204 3.940 -1.20 0.36 1.32
C -1.263 -4.841 4.432 -0.67 -0.61 -2.01
H 0.842 -10.032 -1.484 0.14 -0.17 -0.27
H 2.315 -9.418 -0.773 -0.19 0.06 0.91
H 1.092 -8.317 -1.411 -0.15 0.33 0.33
H -1.104 -10.607 -0.213 0.61 -0.38 -0.29
H -1.443 -8.940 -0.417 0.03 0.50 0.15
H -1.035 -10.392 2.248 0.34 -0.36 0.11
H -2.582 -10.306 1.526 -0.41 0.68 -0.18
H -0.813 -7.952 2.112 0.08 0.01 0.28
H -1.350 -8.775 4.225 -0.49 -0.47 0.77
H -3.160 -8.813 3.759 0.29 -0.50 -0.01
H -2.771 -7.005 5.050 0.49 0.69 0.71
H -3.179 -6.474 3.484 0.26 0.43 -0.55
H -1.854 -4.362 3.651 -0.19 0.46 -0.17
H -0.312 -4.309 4.418 0.05 -0.43 0.64
H -1.903 -4.751 5.310 0.65 -0.27 0.51
```
Positions in Å, forces in eV/Å.

Values from the calculation:
Energy above the lowest of the compared OMol25 structures with the same formula, charge and spin (eV): 0.000
Largest force on an atom (eV/Å): 3.479
Highest occupied orbital energy (eV): -8.010
SMILES: CC1(C)CCCC(C)(C)N1O.CC1(C)CCCC(C)(C)N1O.CC1(C)CCCC(C)(C)N1O.CC1(C)CCCC(C)(C)N1O.CC1(C)CCCC(C)(C)N1O.CC1(C)CCCC(C)(C)N1O.COC[C@H](C)N.COCCNCCOC.COCCNCCOC
Charge: 0

Question: Look up the largest force on an atom of the second one.
Answer: 3.479 eV/Å